(1)
17
Properties=species:S:1:pos:R:3:lowdin_spin:R:1 method="wB97M-V/def2-TZVPD" charge=+2 homo_ev="-18.672 / -18.671" relative_energy_ev=0.9663 s2=0.76 spin_multiplicity=2
O -1.0932 1.8245 1.2870 0.000
C -1.4140 0.7981 1.8220 0.000
C -1.6755 -0.4400 0.9645 0.001
N -1.3976 -0.0118 -0.4520 0.005
H -1.5217 0.7106 2.9110 0.000
H -0.9693 -1.2258 1.2358 0.000
H -2.6845 -0.8329 1.0754 0.000
H -2.1469 -0.2872 -1.0906 0.000
H -1.3200 1.0282 -0.4130 0.000
H -0.5015 -0.3963 -0.7929 0.001
O 1.0366 -1.4899 -0.7315 0.653
C 2.0575 -0.8580 -0.7695 0.146
C 2.4648 0.1916 -1.7547 0.103
H 2.8101 -1.0815 0.0364 0.084
H 1.7703 0.3458 -2.5766 0.002
H 3.4582 -0.1016 -2.1205 0.002
H 2.6073 1.0956 -1.1419 0.003


(2)
18
Properties=species:S:1:pos:R:3:mulliken_charge:R:1 method="wB97M-V/def2-TZVPD" charge=-1 homo_ev=-3.364 relative_energy_ev=3.7563
C 2.1464 0.8626 -0.2495 -0.169
C 1.8574 1.2736 0.9666 -0.789
C -1.9398 0.6681 -0.7788 -1.024
C -1.8473 -0.3878 0.2949 -0.007
N -1.8373 -1.7061 -0.3261 -0.795
O 3.8399 -1.1744 -0.2251 -0.641
O 1.6824 -1.5455 0.7779 -0.617
S 2.3783 -1.0270 -0.4253 0.384
H 2.2718 1.5900 -1.1629 0.241
H 1.5962 0.7073 1.8187 0.297
H -1.6581 -2.2386 0.4373 0.258
H 1.7002 2.2718 1.1743 0.306
H -1.3937 1.6764 -0.3631 0.216
H -1.3576 0.5840 -1.6317 0.329
H -2.9808 0.9303 -1.0962 0.282
H -0.8289 -0.3364 0.6639 0.038
H -2.6452 -0.4575 0.9656 0.356
H -0.9839 -1.6909 -0.8402 0.336


(3)
18
Properties=species:S:1:pos:R:3:mulliken_charge:R:1 method="wB97M-V/def2-TZVPD" charge=-1 homo_ev=-2.932 relative_energy_ev=1.2229
O -1.9834 -1.8487 0.5328 -0.703
C -1.0474 -1.2714 -0.0449 0.575
N -1.3632 -0.4572 -1.0775 -0.064
C -0.3820 0.4382 -1.7038 -0.825
C 0.4051 1.3735 -0.7539 -0.411
S -0.7505 2.1708 0.5060 -0.547
C 0.3430 -1.7304 0.3851 -0.793
H -2.3209 -0.1752 -1.0876 0.268
H 0.2431 -0.1478 -2.3941 0.249
H -0.9607 1.0771 -2.3833 0.378
H 0.9632 0.7445 -0.0679 -0.072
H 1.1175 1.9565 -1.3367 0.357
H 0.3389 -2.8113 0.3051 0.319
H 0.4481 -1.3549 1.3947 0.075
H 1.0874 -1.2792 -0.2772 0.306
H 0.9431 0.7050 3.2249 0.323
H 1.3333 1.2749 1.9232 0.246
O 1.5853 1.3357 2.8551 -0.680


(4)
18
Properties=species:S:1:pos:R:3:mulliken_charge:R:1 method="wB97M-V/def2-TZVPD" charge=-1 homo_ev=-3.158 relative_energy_ev=0.6411
O 4.0282 0.0195 -0.5907 -0.630
C 2.8364 0.2227 -0.7795 0.046
N 1.8416 -0.6056 -0.4166 -0.117
C 0.4343 -0.1601 -0.2579 0.229
C -0.1678 -0.8921 0.9457 -0.985
S -1.8261 -0.2663 1.3910 -0.630
C -0.3361 -0.4548 -1.5491 -1.345
H 2.4660 1.1029 -1.3267 0.326
H 2.1318 -1.4708 0.0055 0.237
H 0.4518 0.9004 -0.0232 0.330
H 0.5175 -0.8433 1.8041 0.310
H -0.2738 -1.9426 0.6639 0.252
H -1.4096 -0.5188 -1.4104 0.345
H -0.1537 0.3590 -2.2504 0.339
H 0.0045 -1.4021 -1.9547 0.366
H -3.8159 1.0797 0.1259 0.289
H -2.8660 2.2467 0.1196 0.318
O -3.8020 2.0393 -0.0444 -0.678


(5)
18
Properties=species:S:1:pos:R:3:mulliken_charge:R:1 method="wB97M-V/def2-TZVPD" charge=-1 homo_ev=-4.096 relative_energy_ev=2.1809
C -1.9107 0.6709 0.9480 -0.195
N -0.5907 0.4595 0.6274 -0.487
C -0.4772 0.1008 -1.8688 -1.306
C -0.4084 -0.4921 -0.4259 0.615
C 0.9804 -1.2074 -0.1808 -0.922
O 2.1862 -0.4483 -0.2605 -0.575
O -2.8598 -0.1311 0.6290 -0.715
H -2.0984 1.6183 1.4437 0.370
H 2.2008 0.0405 0.5963 0.409
H -0.3098 1.2229 -1.6685 0.279
H -1.4896 0.1676 -2.3513 0.282
H 0.2698 -0.3896 -2.4999 0.341
H -1.1615 -1.2553 -0.3071 0.360
H 0.9558 -2.1218 -0.8826 0.349
H 0.9592 -1.6083 0.8753 0.344
H 0.5454 1.1309 1.1892 0.469
H 1.6354 0.9786 2.4972 0.257
O 1.5732 1.2640 1.6393 -0.874


(6)
18
Properties=species:S:1:pos:R:3:lowdin_spin:R:1 method="wB97M-V/def2-TZVPD" charge=-2 homo_ev="4.298 / 0.203" relative_energy_ev=4.2571 s2=0.75 spin_multiplicity=2
O 3.3326 1.1499 -0.0421 0.352
C 2.2735 0.7823 0.3307 0.317
C 0.8186 1.1260 -0.2946 0.063
C 0.0069 -0.0893 0.1498 0.028
C -1.4016 -0.4011 -0.6169 0.007
O -1.8590 -1.5802 -0.1323 0.006
N 0.9135 1.2448 -1.7812 0.041
H 2.2103 0.1026 1.1983 0.069
H 0.5864 1.9792 0.2768 0.038
H -0.0894 -0.0753 1.3050 0.009
H 0.4632 -1.1088 0.0089 0.012
H -2.0085 0.4302 -0.1299 0.001
H -1.4455 -0.4270 -1.6660 0.006
H 0.8318 0.2880 -2.2268 0.027
H 1.7550 1.7828 -2.0395 0.019
H -2.4376 -2.4158 2.1576 0.000
H -1.9477 -1.2365 1.2279 0.000
O -2.0023 -1.5519 2.2743 0.006


(7)
18
Properties=species:S:1:pos:R:3:lowdin_spin:R:1 method="wB97M-V/def2-TZVPD" charge=0 homo_ev="-9.773 / -9.864" relative_energy_ev=2.0083 s2=0.76 spin_multiplicity=2
C 0.5676 1.2110 1.0564 0.105
O 0.3765 0.3879 2.0601 0.682
C 0.8006 0.4137 -0.3553 0.127
C -0.4524 0.3111 -1.1818 0.011
C -0.2598 -0.4457 -2.4669 0.005
O -1.0537 -0.4261 -3.3723 0.004
N 1.2310 -0.9943 -0.1151 0.013
H -0.2727 1.8917 0.8132 0.012
H 1.4598 1.8549 1.2036 0.020
H 1.7163 0.8110 -0.8056 0.006
H -1.2096 -0.2729 -0.6279 0.001
H -1.0082 1.2307 -1.4013 0.000
H 0.7082 -0.9468 -2.5916 0.000
H 0.4182 -1.4792 0.2617 0.003
H 1.9140 -0.9423 0.6315 0.002
H -2.3611 -0.6547 2.5029 0.000
H -0.8784 -0.7020 2.2334 0.000
O -1.6963 -1.2479 2.1550 0.008


(8)
19
Properties=species:S:1:pos:R:3:mulliken_charge:R:1 method="wB97M-V/def2-TZVPD" charge=0 homo_ev=-8.584 smiles="COP(=N)(OC)C(C)=O" relative_energy_ev=1.5965
C -1.2655 -0.7133 0.1785 0.690
C -0.6854 -2.1001 0.1952 -0.855
C -1.1064 1.9075 -1.6092 -0.617
C 2.4850 -0.4018 0.2950 -0.705
N 0.1126 0.7941 2.0925 -0.849
O -2.4239 -0.4447 0.1560 -0.542
O -0.6083 1.8531 -0.2422 -0.350
O 1.3110 0.1665 -0.2352 -0.338
P -0.0745 0.6143 0.4676 0.947
H -0.9858 -2.5255 1.0935 0.330
H -1.1976 -2.5563 -0.6480 0.350
H 0.4358 -1.9932 0.2098 0.036
H -1.1037 2.8934 -1.9751 0.252
H -2.1026 1.5219 -1.5873 0.304
H -0.5071 1.1984 -2.3035 0.267
H 3.3704 0.1946 0.0053 0.257
H 2.4805 -1.5007 0.0112 0.266
H 2.5439 -0.3103 1.4216 0.319
H -0.6785 1.4020 2.4741 0.239


no.,total energy (eV),strongest force on any atom (eV/A)
1,-9873.80760,1.17
2,-20729.18113,4.97
3,-20731.71453,2.88
4,-20732.29640,0.92
5,-11943.21585,3.71
6,-11936.97762,7.07
7,-11939.64145,2.54
8,-21230.73422,5.64